Record 1
Computed, not measured: a 6-piece molecular cluster, C9H28NO7 overall at a distorted geometry, with ωB97M-V/def2-TZVPD.

Structure (XYZ):
```
45
Properties=species:S:1:pos:R:3:forces:R:3
N -6.37467 -1.13706 1.43926 0.0 0.8 0.0
H -5.97277 -0.20131 1.58258 -0.4 -0.2 0.1
H -6.75708 -1.60711 2.25929 0.1 0.0 -0.2
H -5.60317 -1.73792 1.03684 0.4 -1.4 -0.5
H -7.06190 -1.16661 0.67162 0.0 -0.2 -0.1
C -5.86608 -3.53710 -0.46461 -0.6 -1.8 -1.9
O -7.02040 -2.91429 -0.58706 0.4 0.7 0.7
O -5.70230 -4.63604 -1.08784 0.2 0.9 0.7
O -4.89742 -3.04284 0.26115 -0.2 1.3 0.7
C -6.68077 2.54238 -0.27912 0.3 0.1 0.3
C -6.32577 2.33597 1.18588 0.4 1.0 -0.2
O -5.23840 1.44898 1.41200 -0.2 -0.3 0.2
H -7.46804 3.29317 -0.36922 -0.2 -0.1 0.1
H -6.97902 1.61442 -0.76476 0.1 0.0 -0.1
H -5.80640 2.99373 -0.75654 0.0 -0.3 -0.3
H -7.17686 1.98449 1.76688 0.1 -0.2 0.0
H -6.01919 3.31092 1.58458 -0.3 0.0 0.2
H -4.44720 1.71584 0.93489 -0.1 0.0 -0.2
C -10.18262 0.38647 -0.63221 0.4 -0.1 -0.1
C -9.53108 -0.70069 -1.49700 -0.9 -0.2 1.2
O -8.15220 -0.70462 -1.27844 0.1 0.0 -0.7
H -9.62081 1.31426 -0.76920 -0.1 0.1 0.0
H -10.13954 0.11252 0.42395 0.0 0.0 0.0
H -11.22515 0.54399 -0.91286 0.0 0.0 0.0
H -9.90847 -0.54294 -2.51664 0.7 -0.1 -0.3
H -9.92295 -1.66860 -1.15790 -0.2 0.0 -0.2
H -7.79776 -1.65005 -1.35473 0.4 0.4 0.6
C -2.89605 -0.99238 -3.27398 1.2 -0.6 -1.1
C -2.81652 -1.94480 -2.09457 -0.1 0.6 0.0
O -3.11745 -1.22495 -0.91265 0.2 0.1 0.1
H -3.80286 -0.39725 -3.28726 -0.1 -0.1 -0.1
H -2.75538 -1.58972 -4.19117 -0.8 0.0 0.0
H -1.99965 -0.37220 -3.40919 -0.2 0.5 0.8
H -1.79236 -2.34105 -2.04383 -0.1 -0.2 0.0
H -3.51155 -2.77416 -2.24323 0.0 0.0 0.2
H -3.64892 -1.81457 -0.34229 -0.4 -0.4 -0.1
C -9.02644 -2.42544 5.34066 0.0 -0.2 0.2
C -8.64448 -1.92310 3.96355 -0.9 0.2 0.0
O -7.81344 -2.83016 3.26561 0.0 0.4 0.4
H -9.44944 -1.61327 5.93445 0.0 -0.1 0.1
H -8.17418 -2.86592 5.86082 0.1 0.3 0.0
H -9.77228 -3.22349 5.28700 -0.1 0.1 -0.1
H -8.18694 -0.93237 4.01352 0.6 -0.3 0.1
H -9.56550 -1.70489 3.40380 0.0 -0.3 -0.1
H -8.20350 -3.70597 3.33486 0.1 -0.1 -0.3
```
Forces are in eV/Å.

Properties
Largest force on an atom in hartree/bohr: 0.052
Energy above the lowest of the compared OMol25 structures with the same formula, charge and spin in eV: 0.000
Lowest unoccupied orbital energy in eV: 2.545
Charge: -1
HOMO-LUMO gap in eV: 5.277
HOMO level in Ha: -0.1004

Charges computed using Mulliken, reported in e:
1. N 0.038
2. H 0.393
3. H 0.355
4. H 0.251
5. H 0.173
6. C 0.652
7. O -0.878
8. O -0.817
9. O -1.032
10. C -0.956
11. C -0.283
12. O -0.618
13. H 0.321
14. H 0.189
15. H 0.378
16. H 0.269
17. H 0.305
18. H 0.279
19. C -0.799
20. C -0.281
21. O -0.406
22. H 0.105
23. H 0.127
24. H 0.384
25. H 0.312
26. H 0.279
27. H 0.280
28. C -1.075
29. C -0.125
30. O -0.589
31. H 0.269
32. H 0.338
33. H 0.274
34. H 0.188
35. H 0.267
36. H 0.460
37. C -1.262
38. C 0.000
39. O -0.578
40. H 0.348
41. H 0.325
42. H 0.342
43. H 0.290
44. H 0.230
45. H 0.278

Record 2
Computed, not measured: one molecule with the formula C22H26N2O5S at a distorted geometry, with ωB97M-V/def2-TZVPD.

Structure (XYZ):
```
56
Properties=species:S:1:pos:R:3:forces:R:3
C 0.97629 -1.40061 -1.36803 -0.1 0.1 -0.1
C 1.26841 -0.24354 -2.31553 0.2 -0.2 0.0
C 2.76010 0.08552 -2.42331 -0.2 0.2 0.2
C 3.28362 1.00024 -1.31342 0.0 0.1 -0.7
N 3.25138 0.38928 -0.00149 -0.3 0.8 0.8
C 4.04739 -0.72998 0.28091 0.3 -0.7 0.4
C 3.64974 -1.61251 1.28225 0.1 -0.1 -0.1
C 4.40957 -2.72812 1.57818 -0.1 0.0 0.0
C 5.56764 -2.99836 0.86937 0.1 0.0 0.0
C 5.96228 -2.13250 -0.13467 0.0 -0.1 0.0
C 5.21496 -1.00625 -0.42796 -0.2 0.3 0.0
S 2.71773 1.40535 1.22603 -0.2 0.1 -0.1
O 3.08456 2.75225 0.89115 -0.2 -0.1 -0.2
O 3.11689 0.88203 2.49422 -0.1 -0.3 -0.1
C 0.93494 1.28245 1.06269 0.7 0.1 0.1
C 0.25500 0.25011 1.67819 0.0 0.0 0.1
C -1.11627 0.10893 1.52081 0.0 -0.1 0.1
C -1.77684 1.03609 0.73062 0.6 0.1 0.0
C -1.08933 2.09272 0.12827 0.0 -0.2 0.1
C 0.27189 2.22333 0.28943 -0.1 0.1 0.0
C -2.03843 2.95256 -0.64951 0.1 0.0 -0.1
C -3.40738 2.30693 -0.37669 -0.4 0.4 -0.3
N -3.14040 1.11382 0.42444 0.0 -0.2 0.1
C -4.08248 0.21626 0.79484 -0.3 0.2 -0.2
O -3.81175 -0.78524 1.44401 0.2 -0.1 0.2
C -5.50061 0.53306 0.35797 -0.1 -0.2 0.2
C -6.52853 -0.43864 0.95214 0.1 -0.1 -0.1
C -6.55513 -1.77604 0.21023 -0.2 0.5 0.3
O -7.46126 -2.09015 -0.51093 0.0 -0.1 -0.1
O -5.50776 -2.56401 0.41405 0.4 -0.4 0.0
H 1.47633 -2.30402 -1.71005 0.1 -0.1 0.0
H -0.09338 -1.59512 -1.32631 -0.1 -0.1 0.1
H 1.32345 -1.17716 -0.36479 0.0 -0.1 0.1
H 0.72481 0.64510 -1.98559 -0.1 0.1 -0.1
H 0.89823 -0.50785 -3.30914 -0.1 0.1 0.0
H 2.94453 0.60119 -3.36840 0.1 0.0 0.0
H 3.33362 -0.84265 -2.43006 0.1 0.0 -0.1
H 2.65947 1.89102 -1.24476 0.1 0.0 -0.2
H 4.29710 1.33881 -1.56163 -0.1 0.1 0.1
H 2.75316 -1.40929 1.84218 -0.1 -0.1 0.0
H 4.08794 -3.39594 2.36336 0.0 0.0 0.1
H 6.15632 -3.87396 1.09689 0.0 -0.1 0.0
H 6.86516 -2.32775 -0.69483 0.1 0.0 0.0
H 5.55294 -0.34168 -1.20707 0.0 0.1 -0.1
H 0.80338 -0.43580 2.30308 0.0 -0.1 0.1
H -1.64994 -0.69506 1.99751 0.0 0.0 0.0
H 0.82404 3.04200 -0.14342 0.0 0.1 -0.1
H -2.00283 3.98852 -0.31230 -0.1 0.0 0.0
H -1.79199 2.94007 -1.71242 0.0 0.0 0.0
H -3.91278 2.02820 -1.30457 0.0 0.1 0.1
H -4.06016 2.98667 0.17945 0.0 -0.1 -0.1
H -5.74586 1.54938 0.67570 0.0 0.0 -0.1
H -5.55641 0.50540 -0.73377 0.0 0.1 0.0
H -7.52390 -0.00149 0.87317 0.1 -0.1 0.0
H -6.29874 -0.61692 2.00515 0.0 0.1 0.0
H -4.82066 -2.11664 0.96434 -0.4 0.0 -0.2
```
Forces are in eV/Å.

Properties
Largest force on an atom in hartree/bohr: 0.022
Energy above the lowest of the compared OMol25 structures with the same formula, charge and spin in eV: 0.669
Lowest unoccupied orbital energy in eV: 0.212
HOMO-LUMO gap in eV: 8.782
HOMO level in Ha: -0.3149

Charges computed using Mulliken, reported in e:
1. C -0.855
2. C -0.161
3. C -0.666
4. C -0.990
5. N 0.015
6. C 0.552
7. C 0.131
8. C -1.048
9. C -0.477
10. C -0.752
11. C -0.336
12. S 1.292
13. O -0.693
14. O -0.692
15. C 0.156
16. C -0.391
17. C -1.525
18. C 0.174
19. C 1.035
20. C -0.776
21. C -0.792
22. C -0.842
23. N 0.208
24. C 0.925
25. O -0.823
26. C -0.688
27. C -0.914
28. C 0.508
29. O -0.584
30. O -0.504
31. H 0.370
32. H 0.353
33. H -0.004
34. H 0.015
35. H 0.428
36. H 0.402
37. H 0.366
38. H 0.589
39. H 0.418
40. H 0.229
41. H 0.404
42. H 0.393
43. H 0.393
44. H 0.357
45. H 0.519
46. H 0.467
47. H 0.518
48. H 0.325
49. H 0.296
50. H 0.409
51. H 0.374
52. H 0.393
53. H 0.355
54. H 0.361
55. H 0.375
56. H 0.408

Record 3
Computed, not measured: C34H54FeNO5 as an isolated structure at a distorted geometry, with ωB97M-V/def2-TZVPD.

Structure (XYZ):
```
95
Properties=species:S:1:pos:R:3:forces:R:3
Fe -1.26038 1.18745 -0.98051 -1.5 1.1 -2.6
C 1.19932 -3.48805 3.62761 -0.2 0.0 -0.1
C -0.27275 -3.75886 3.31841 0.1 -0.3 0.3
C -0.42291 -5.22853 2.88587 0.0 0.3 -0.1
C -1.09074 -3.52311 4.60312 0.1 0.1 -0.2
C -0.81646 -2.85981 2.23749 1.8 0.9 -0.2
C -0.02018 -1.91006 1.58983 -0.1 -1.0 0.6
C -0.58851 -1.05324 0.65272 1.2 1.0 -0.6
N -0.01020 -0.01817 -0.00219 0.7 -1.6 1.5
C 1.28460 0.39751 -0.01007 -0.1 -0.9 0.1
C 2.45828 -0.33336 0.08652 0.3 0.0 0.2
C 3.68961 0.33986 0.05499 -0.5 -1.2 -0.2
C 3.68308 1.73860 0.17946 -0.9 1.3 -0.1
C 2.54776 2.51116 0.03759 1.0 0.3 0.1
C 1.34825 1.81562 -0.30868 -1.2 0.2 -0.6
O 0.28967 2.30503 -0.84462 2.2 0.8 0.8
C 2.51016 3.99952 0.29562 -0.1 0.3 0.0
C 1.53881 4.20814 1.47398 0.1 -0.1 -0.1
C 3.87504 4.56824 0.68947 -0.2 -0.2 -0.1
C 1.97990 4.73020 -0.94232 -0.1 0.0 0.0
C 5.00733 -0.36796 -0.11824 0.3 -0.1 0.0
C 4.83486 -1.85753 -0.41320 0.0 0.3 0.1
C 5.85438 -0.20163 1.15510 -0.3 0.0 -0.1
C 5.74276 0.29842 -1.29892 -0.2 -0.1 0.1
C -2.01241 -1.08893 0.39841 -0.6 1.3 -0.8
O -2.45931 -0.13361 -0.34366 -0.6 -2.0 1.4
C -2.80785 -2.10022 1.00957 -0.3 -0.7 0.4
C -2.17452 -2.95079 1.89860 -1.3 0.6 -1.0
C -4.29191 -2.16074 0.72036 -0.4 0.1 -0.1
C -4.96241 -3.38699 1.34126 0.2 0.2 -0.1
C -4.94547 -0.89666 1.31165 0.2 -0.1 -0.1
C -4.52915 -2.18796 -0.79795 0.1 0.0 0.1
H 1.52882 -4.15575 4.41841 0.0 -0.1 0.1
H 1.34687 -2.46733 3.97305 0.1 0.1 0.1
H 1.82668 -3.67167 2.75861 0.1 0.0 -0.1
H -0.02841 -5.87262 3.66698 0.0 -0.1 0.1
H 0.13511 -5.41311 1.97118 0.1 -0.1 -0.1
H -1.46037 -5.49735 2.71574 -0.2 -0.1 0.0
H -0.68893 -4.14296 5.40045 0.0 0.0 0.1
H -2.13791 -3.77625 4.47246 -0.2 -0.1 0.0
H -1.02412 -2.48035 4.90425 0.0 0.1 0.1
H 1.02162 -1.80607 1.83901 0.1 0.0 0.1
H 2.42029 -1.40929 0.13116 0.0 -0.1 0.0
H 4.61750 2.24111 0.36806 0.1 0.1 0.0
H 1.91057 3.69758 2.35870 0.0 0.0 0.2
H 0.54988 3.82188 1.23876 -0.2 0.0 0.0
H 1.45337 5.26672 1.69969 0.0 0.1 0.0
H 4.25967 4.09929 1.59203 0.1 -0.1 0.1
H 3.77329 5.63121 0.89341 0.0 0.1 0.0
H 4.60227 4.45277 -0.10936 0.1 0.0 -0.1
H 0.97863 4.39036 -1.19601 0.1 0.1 -0.1
H 2.63535 4.55439 -1.79107 0.1 0.1 -0.2
H 1.94299 5.79911 -0.74898 0.0 0.1 0.0
H 4.42327 -2.38284 0.44528 -0.1 -0.1 0.1
H 5.80302 -2.29685 -0.63494 0.1 0.0 0.0
H 4.19043 -2.01361 -1.27501 -0.1 -0.1 -0.1
H 5.34582 -0.64249 2.00735 0.0 -0.1 0.2
H 6.05032 0.84256 1.37416 0.1 0.2 0.1
H 6.80539 -0.70635 1.01908 0.1 -0.1 0.0
H 5.15077 0.21705 -2.20745 0.0 0.0 -0.2
H 6.69581 -0.19637 -1.46293 0.1 -0.1 0.0
H 5.93918 1.34950 -1.11214 0.1 0.1 0.0
H -2.76445 -3.70811 2.38560 -0.1 -0.1 0.0
H -4.90466 -3.36985 2.42613 0.0 0.0 0.2
H -4.52416 -4.31033 0.97156 0.0 -0.2 0.0
H -6.01439 -3.38456 1.07255 -0.1 0.0 0.0
H -4.76360 -0.84276 2.38202 0.0 0.1 0.2
H -6.01825 -0.93911 1.14733 -0.1 0.0 0.0
H -4.55312 -0.00172 0.83578 -0.1 0.1 0.0
H -4.05396 -3.06269 -1.23741 0.0 -0.1 -0.1
H -4.13583 -1.29159 -1.27034 -0.1 0.0 -0.1
H -5.59660 -2.23933 -0.99512 -0.1 0.0 0.0
C 0.47023 0.48309 -3.87952 0.2 0.0 -0.1
O -0.44573 -0.04465 -2.92438 -0.2 0.3 0.4
C -1.50378 -0.80283 -3.50486 -0.6 0.1 -0.1
C -2.64265 0.10713 -3.96590 0.3 -0.3 0.0
O -3.07793 0.83031 -2.82181 0.4 -0.1 0.2
C -3.82204 2.00718 -3.09420 0.1 0.5 0.2
C -2.87383 3.20995 -3.07778 -0.3 -0.5 -0.3
O -2.17175 3.22594 -1.83911 0.3 -0.7 0.3
C -2.62562 4.19919 -0.90921 0.0 0.3 0.2
H 0.97287 -0.32757 -4.41903 -0.1 0.1 0.1
H -0.01746 1.13395 -4.60591 -0.1 0.0 0.0
H 1.19993 1.06273 -3.32231 0.1 0.0 0.0
H -1.13789 -1.40995 -4.33873 0.0 0.0 0.1
H -1.86773 -1.45789 -2.70935 0.0 0.0 -0.1
H -2.29811 0.78603 -4.75532 -0.1 0.0 0.1
H -3.47226 -0.49496 -4.35870 0.2 0.1 0.0
H -4.35334 1.93678 -4.04775 0.0 0.0 0.1
H -4.54876 2.08903 -2.27953 0.0 0.1 -0.2
H -2.11458 3.10412 -3.85729 -0.1 0.1 0.0
H -3.42241 4.14212 -3.23875 0.1 0.0 0.1
H -2.49803 5.20282 -1.32342 0.0 -0.1 0.0
H -3.67068 4.04638 -0.63378 0.0 0.0 0.0
H -1.99531 4.09533 -0.02867 0.0 0.1 0.1
```
Forces are in eV/Å.

Properties
Largest force on an atom in hartree/bohr: 0.063
Energy above the lowest of the compared OMol25 structures with the same formula, charge and spin in eV: 1.463
Lowest unoccupied orbital energy (alpha / beta) in eV: -8.099 / -8.188
Charge: +2
HOMO-LUMO gap (alpha / beta) in eV: 5.839 / 6.131
2S+1: 6
HOMO level (alpha / beta) in Ha: -0.5122 / -0.5262

Charges computed using Mulliken, reported in e:
1. Fe 1.438
2. C -2.199
3. C 1.889
4. C -1.618
5. C -1.609
6. C -1.029
7. C -0.085
8. C -0.070
9. N -0.216
10. C -0.972
11. C 0.218
12. C -0.769
13. C -0.023
14. C -0.888
15. C 1.413
16. O -0.669
17. C 2.045
18. C -1.436
19. C -2.229
20. C -1.491
21. C 1.779
22. C -2.019
23. C -1.608
24. C -1.537
25. C 1.181
26. O -1.521
27. C -1.206
28. C 0.199
29. C 2.290
30. C -2.237
31. C -1.364
32. C -1.711
33. H 0.450
34. H 0.435
35. H 0.448
36. H 0.479
37. H 0.391
38. H 0.334
39. H 0.473
40. H 0.365
41. H 0.380
42. H 1.063
43. H 1.078
44. H 0.793
45. H 0.361
46. H 0.179
47. H 0.469
48. H 0.436
49. H 0.441
50. H 0.443
51. H 0.086
52. H 0.348
53. H 0.498
54. H 0.356
55. H 0.454
56. H 0.429
57. H 0.360
58. H 0.324
59. H 0.488
60. H 0.355
61. H 0.452
62. H 0.378
63. H 0.668
64. H 0.443
65. H 0.448
66. H 0.449
67. H 0.359
68. H 0.461
69. H 0.125
70. H 0.339
71. H 0.245
72. H 0.506
73. C -0.801
74. O 0.074
75. C -0.649
76. C -0.675
77. O 0.103
78. C -0.739
79. C -0.636
80. O -0.031
81. C -0.838
82. H 0.306
83. H 0.297
84. H 0.202
85. H 0.509
86. H 0.046
87. H 0.459
88. H 0.413
89. H 0.434
90. H 0.333
91. H 0.275
92. H 0.541
93. H 0.342
94. H 0.337
95. H 0.158

no.,DFT total energy (a.u.)
1,-941.15940
2,-1737.87221
3,-3022.06164